{
  "formula": "C38H37FIrN9O",
  "method": "the ωB97M-V functional and the def2-TZVPD basis",
  "charge": 2,
  "max_force_ev_per_a": 0.614,
  "spin_multiplicity": 5,
  "homo_energy_ev": [-12.72, -12.72],
  "s_squared": 6.04,
  "orbital_gap_ha": [0.2969, 0.1545],
  "elements": ["Ir", "C", "C", "C", "C", "C", "C", "C", "C", "C", "C", "C", "C", "N", "C", "C", "C", "C", "C", "C", "F", "H", "H", "H", "H", "H", "H", "H", "H", "H", "H", "H", "H", "H", "H", "H", "H", "H", "H", "H", "H", "H", "C", "N", "C", "N", "C", "N", "C", "C", "C", "C", "C", "C", "C", "N", "N", "C", "O", "C", "C", "C", "C", "C", "C", "N", "C", "N", "C", "N", "C", "H", "H", "H", "H", "H", "H", "H", "H", "H", "H", "H", "H", "H", "H", "H", "H"],
  "xyz": [[0.512, 1.171, 0.133], [1.338, 3.986, -2.227], [1.677, 4.423, -0.801], [0.496, 4.262, 0.155], [2.930, 3.806, -0.199], [3.854, 4.655, 0.386], [4.999, 4.166, 1.002], [5.231, 2.804, 1.052], [4.352, 1.901, 0.468], [4.610, 0.413, 0.649], [4.435, 0.029, 2.123], [5.989, 0.001, 0.132], [3.208, 2.422, -0.174], [2.309, 1.511, -0.798], [2.741, 0.781, -1.850], [3.863, 1.164, -2.628], [4.260, 0.404, -3.701], [3.567, -0.763, -4.040], [2.460, -1.176, -3.293], [2.073, -0.407, -2.236], [1.028, -0.831, -1.470], [0.577, 4.646, -2.642], [0.954, 2.963, -2.278], [2.216, 4.043, -2.873], [1.875, 5.496, -0.849], [0.427, 3.196, 0.473], [-0.457, 4.539, -0.293], [0.642, 4.814, 1.083], [3.676, 5.722, 0.355], [5.704, 4.852, 1.451], [6.110, 2.432, 1.560], [3.866, -0.151, 0.085], [5.157, 0.548, 2.755], [4.587, -1.042, 2.255], [3.436, 0.287, 2.486], [6.787, 0.502, 0.681], [6.110, 0.240, -0.925], [6.132, -1.073, 0.255], [4.381, 2.079, -2.376], [5.108, 0.719, -4.292], [3.885, -1.356, -4.886], [1.920, -2.084, -3.524], [-4.942, 1.783, -1.181], [-3.480, 1.697, -1.311], [-2.584, 1.502, -0.362], [-1.387, 1.332, -0.924], [-1.636, 1.456, -2.262], [-2.896, 1.661, -2.528], [-5.587, 0.449, -1.451], [-6.551, 0.320, -2.438], [-7.136, -0.915, -2.684], [-6.741, -2.031, -1.967], [-5.759, -1.907, -0.985], [-5.200, -0.665, -0.720], [-5.300, -3.093, -0.275], [-5.736, -4.299, -0.374], [-4.955, -5.070, 0.457], [-4.097, -4.278, 0.996], [-4.260, -2.998, 0.588], [-3.019, -4.620, 1.917], [-2.846, -5.952, 2.277], [-1.802, -6.303, 3.118], [-0.935, -5.334, 3.594], [-1.114, -3.999, 3.249], [-0.162, -2.993, 3.853], [-0.179, -1.681, 3.195], [0.272, -1.340, 2.002], [0.079, -0.030, 1.831], [-0.508, 0.374, 3.000], [-0.686, -0.605, 3.839], [-2.160, -3.642, 2.414], [-5.282, 2.538, -1.887], [-5.143, 2.139, -0.170], [-2.811, 1.484, 0.691], [-0.879, 1.380, -3.025], [-6.850, 1.184, -3.018], [-7.893, -1.007, -3.450], [-7.173, -3.003, -2.160], [-4.452, -0.585, 0.061], [-3.526, -6.696, 1.885], [-1.659, -7.337, 3.399], [-0.117, -5.619, 4.246], [0.861, -3.368, 3.825], [-0.412, -2.786, 4.892], [0.726, -2.021, 1.301], [-0.780, 1.394, 3.216], [-2.329, -2.607, 2.141]]
}

{
  "formula": "C6H12NO",
  "method": "the ωB97M-V functional and the def2-TZVPD basis",
  "charge": 1,
  "max_force_ev_per_a": 7.526,
  "spin_multiplicity": 3,
  "homo_energy_ev": [-7.71, -15.74],
  "s_squared": 2.00,
  "orbital_gap_ha": [0.1873, 0.2605],
  "elements": ["C", "C", "C", "C", "C", "C", "N", "O", "H", "H", "H", "H", "H", "H", "H", "H", "H", "H", "H", "H"],
  "xyz": [[2.448, 0.619, 0.293], [1.186, 0.439, -0.589], [-0.025, 0.957, 0.062], [-1.256, 0.165, -0.172], [-2.146, 0.222, 1.067], [-1.195, -0.983, -1.151], [1.794, -0.670, 0.242], [-1.055, 1.439, -0.691], [3.504, 0.532, -0.148], [2.451, 1.332, 1.189], [1.173, 0.250, -1.652], [-0.012, 1.390, 0.964], [-3.062, -0.314, 1.016], [-2.309, 1.262, 1.387], [-1.427, -0.324, 1.858], [-2.104, -1.101, -1.637], [-1.014, -1.937, -0.597], [-0.460, -0.936, -2.051], [2.356, -1.296, -0.278], [1.150, -1.045, 0.886]]
}